No. 1
DFT (ωB97M-V/def2-TZVPD) results for a structure of composition C7H6N2O6Sm at a distorted geometry.

Computed properties:
- F_max: 18.4 eV Å⁻¹
- Multiplicity: 6
- LUMO (alpha / beta): -0.577 / -0.569 Eh
- Total charge: +3
- ΔE to the lowest compared entry with this formula, charge and spin: 912.9 kJ/mol

The geometry in XYZ format:
```
22
C7H6N2O6Sm ωB97M-V/def2-TZVPD
O -1.5762 -0.1441 2.8772
C -1.0174 -0.1111 1.8188
Sm 0.2358 0.1969 0.1229
O -2.1998 -1.9764 -1.3033
C -1.4163 -1.2712 -0.8379
C 0.9795 0.0787 -1.8302
O 1.5791 0.1429 -2.8862
C 1.1321 -1.6551 0.5396
O 1.8224 -2.6027 0.8669
C -1.1714 1.6325 -0.5643
O -1.8150 2.5883 -0.8636
C 4.0858 2.4068 1.5941
N 2.7596 2.9201 2.0032
C 1.6152 2.4088 1.6738
N 0.4165 2.8686 2.0572
O 1.6771 1.2714 0.8398
H 4.0015 1.5369 0.9682
H 4.6445 2.1609 2.4871
H 4.6040 3.1927 1.0596
H 2.7339 3.7207 2.5873
H -0.4629 2.4547 1.7932
H 0.4200 3.6674 2.6406
```

Atom charges from the Mulliken analysis, given in e for atoms 1 to 4: -0.068 0.528 0.192 -0.060



No. 2
DFT (ωB97M-V/def2-TZVPD) results for an isolated molecule of C7H6N2OS at a distorted geometry.

Computed properties:
- F_max: 5.5 eV Å⁻¹
- Multiplicity: 3
- LUMO (alpha / beta): 0.024 / -0.101 Eh
- ΔE to the lowest compared entry with this formula, charge and spin: 66.0 kJ/mol

The geometry in XYZ format:
```
17
C7H6N2OS ωB97M-V/def2-TZVPD
C 3.1749 -0.8923 0.3026
C -3.2095 -0.7445 -0.3237
C -2.2907 0.2896 -0.4834
C -2.6248 -1.9342 0.0902
C -1.0570 -0.1173 -0.0588
C 1.3235 0.5211 0.0558
C 2.1421 1.7646 0.0491
N 4.2883 -1.0603 0.5721
N 1.8794 -0.6521 0.1504
O 0.0813 0.7478 0.0059
S -0.9915 -1.7037 0.5597
H -4.2096 -0.7371 -0.5511
H -2.5108 1.3225 -0.7032
H -3.1350 -2.7867 0.3180
H 2.4442 1.7339 -0.9261
H 1.6784 2.6268 0.2510
H 3.0168 1.6217 0.6914
```

Atom charges from the Mulliken analysis, given in e for atoms 1 to 4: 0.466 -0.179 -0.867 -0.638



No. 3
DFT (ωB97M-V/def2-TZVPD) results for an isolated molecule of C7H6N2S at a distorted geometry.

Computed properties:
- Structure (SMILES): N#C[C@H]1SCn2cccc21
- F_max: 3.9 eV Å⁻¹
- LUMO: -0.024 Eh
- ΔE to the lowest compared entry with this formula, charge and spin: 100.6 kJ/mol

The geometry in XYZ format:
```
16
C7H6N2S ωB97M-V/def2-TZVPD
N -3.7807 0.0783 1.0161
C -2.7594 -0.1867 0.5577
C -1.5752 -0.5742 -0.0907
S -1.4698 0.0144 -2.1418
C 0.4091 -0.2502 -1.8384
N 0.6990 0.0225 -0.4917
C 1.8086 0.6228 0.0687
C 1.6610 0.7509 1.4405
C 0.3754 0.2773 1.7115
C -0.3036 -0.0967 0.5092
H -1.6172 -1.5894 -0.4117
H 0.8908 0.3827 -2.5191
H 0.6116 -1.3979 -1.9904
H 2.6922 0.7971 -0.4853
H 2.4607 1.0951 2.0669
H -0.1027 0.0540 2.5984
```

Atom charges from the Mulliken analysis, given in e for atoms 1 to 4: -0.403 0.191 -0.077 -0.085



No. 4
DFT (ωB97M-V/def2-TZVPD) results for the ion C7H6NO with charge +1 at a distorted geometry.

Computed properties:
- F_max: 4.2 eV Å⁻¹
- LUMO (alpha / beta): -0.240 / -0.240 Eh
- Total charge: +1
- ΔE to the lowest compared entry with this formula, charge and spin: 281.4 kJ/mol

The geometry in XYZ format:
```
15
C7H6NO ωB97M-V/def2-TZVPD
C -1.0079 -0.5892 0.2399
C -1.6367 -0.0855 -0.7443
C 0.1804 1.8248 0.6875
C -0.4778 2.0024 -0.3990
C -1.2029 1.4726 -2.6380
C 0.3659 0.1601 0.4751
C -1.0138 1.1212 -1.3489
N 1.0980 -0.1325 -0.6662
O -1.3040 1.7171 -3.7655
H -1.3239 -1.4390 0.8718
H -2.5309 -0.3691 -1.1120
H 0.5840 2.4065 1.4049
H 0.9592 -0.1896 1.4100
H 2.0681 0.0199 -0.6279
H 0.6347 0.0222 -1.4959
```

Atom charges from the Mulliken analysis, given in e for atoms 1 to 4: -0.645 -0.290 -0.894 0.371



No. 5
DFT (ωB97M-V/def2-TZVPD) results for a cluster of 2 separate species, C7H6NO4S in total at a distorted geometry.

Computed properties:
- F_max: 5.0 eV Å⁻¹
- LUMO (alpha / beta): 0.097 / 0.097 Eh
- Total charge: -1
- ΔE to the lowest compared entry with this formula, charge and spin: 346.1 kJ/mol

The geometry in XYZ format:
```
19
C7H6NO4S ωB97M-V/def2-TZVPD
C 0.8851 -2.2899 -1.1270
C 0.3812 -1.1984 -1.9075
C 0.7129 -2.2742 0.2254
C -0.1843 -0.1445 -1.2814
C 0.1185 -1.1643 0.8653
C -0.2410 -0.0272 0.1547
C -0.7217 1.1368 0.8024
N 1.3731 2.0453 0.8075
O -2.2493 3.2084 0.8366
O 1.6667 2.4444 1.8864
O 1.8197 2.3007 -0.2635
O -3.0224 0.9454 0.5125
S -2.1009 2.0162 -0.0056
H 1.3800 -3.0834 -1.5338
H 0.3694 -1.1471 -2.9146
H 1.0063 -3.2019 0.8570
H -0.5620 0.7601 -1.6714
H 0.1137 -1.3583 1.9559
H -0.7451 1.0321 1.8013
```

Atom charges from the Mulliken analysis, given in e for atoms 1 to 4: -0.435 -0.810 -0.284 -0.189



No. 6
DFT (ωB97M-V/def2-TZVPD) results for an isolated molecule of C7H6O2 at a distorted geometry.

Computed properties:
- Structure (SMILES): O=C1C[C@@H]2C=C[C@H]1C2=O
- F_max: 10.6 eV Å⁻¹
- LUMO: 0.004 Eh
- ΔE to the lowest compared entry with this formula, charge and spin: 440.0 kJ/mol

The geometry in XYZ format:
```
15
C7H6O2 ωB97M-V/def2-TZVPD
O -2.4409 -0.4338 -1.2632
C -1.3222 -0.0847 -0.7215
C -1.1478 -0.4177 0.8650
C 0.4266 -0.5286 1.0707
C 0.9384 1.0185 0.6390
C 0.8834 1.2218 -0.6178
C -0.0604 0.0314 -1.1621
C 0.6557 -1.0659 -0.3537
O 1.5077 -1.8319 -0.6425
H -1.6010 -1.4812 1.1504
H -1.5739 0.5175 1.2147
H 0.9892 -0.6578 1.9195
H 0.9621 1.8615 1.3522
H 1.6269 2.0707 -1.2679
H 0.1562 -0.2198 -2.1826
```

Atom charges from the Mulliken analysis, given in e for atoms 1 to 4: -0.598 0.202 -0.519 -0.248



No. 7
DFT (ωB97M-V/def2-TZVPD) results for a structure of composition C7H6O7V at a distorted geometry.

Computed properties:
- F_max: 11.9 eV Å⁻¹
- Multiplicity: 2
- LUMO (alpha / beta): -0.050 / -0.118 Eh

The geometry in XYZ format:
```
21
C7H6O7V ωB97M-V/def2-TZVPD
O -3.1344 1.0504 -1.9781
V -3.0983 0.3030 -0.6437
O -2.6401 -1.1723 -0.9296
C -4.3293 1.2796 1.6072
O -3.1146 1.3313 1.4000
O -4.7753 0.5330 0.8165
O -4.7316 1.1196 2.7811
C 2.9271 0.2997 0.0838
C 1.7185 0.9651 -0.1353
C 0.5783 0.2162 -0.3951
C 0.6322 -1.1475 -0.5258
C 1.7962 -1.8307 -0.2922
C 2.9920 -1.0887 0.0058
O 4.1438 -1.7220 0.2308
O -0.5675 1.0202 -0.7310
H 3.8760 0.8058 0.1832
H 1.5464 2.0123 0.0653
H -0.2610 -1.7145 -0.7428
H 1.7964 -2.9020 -0.4286
H 4.9731 -1.3018 0.4701
H -0.3278 1.9432 -0.8416
```

Atom charges from the Mulliken analysis, given in e for atoms 1 to 4: -0.605 1.596 -0.668 1.154



No. 8
DFT (ωB97M-V/def2-TZVPD) results for a cluster of 30 separate species, C7H73FN3O30 in total at a distorted geometry.

Computed properties:
- F_max: 3.2 eV Å⁻¹
- LUMO: -0.127 Eh
- Total charge: +1
- ΔE to the lowest compared entry with this formula, charge and spin: 0.0 kJ/mol

The geometry in XYZ format:
```
114
C7H73FN3O30 ωB97M-V/def2-TZVPD
N -1.6793 -3.0370 4.9112
C -1.7425 -2.2136 3.8345
N -2.8735 -1.4252 3.5445
C -3.6067 -2.2331 2.5353
C -4.9726 -1.6933 2.1842
O -4.9828 -0.3566 1.7157
C -2.2272 -0.1766 3.1156
C -0.9307 -0.6215 2.4264
N -0.7811 -2.0138 2.9630
C 0.5732 -2.5303 3.2807
C 1.5421 -2.2223 2.1830
F 2.1437 -0.9891 2.3454
H -1.9555 -4.0002 4.8220
H -1.4128 -2.6373 5.7894
H -3.0454 -2.3823 1.6108
H -3.7784 -3.2197 2.9552
H -5.6519 -1.7813 3.0222
H -5.3570 -2.3444 1.4018
H -4.3440 -0.2893 1.0045
H -2.8425 0.5525 2.6199
H -1.9226 0.3009 4.0469
H -0.0892 0.0185 2.6316
H -1.0993 -0.7199 1.3582
H 0.4892 -3.6123 3.3087
H 0.9216 -2.1953 4.2501
H 1.0713 -2.2658 1.2071
H 2.3172 -2.9808 2.2054
O -0.8925 -5.3142 3.3073
H -1.2852 -5.4594 2.4362
H -0.7364 -6.2084 3.6374
O 2.0033 -3.1443 -0.8066
H 2.8518 -2.6909 -0.7817
H 1.8540 -3.3032 -1.7538
O 2.0214 -6.2784 3.1137
H 2.8736 -5.8328 3.1205
H 1.3646 -5.5767 3.1724
O 2.3919 0.5191 -0.3395
H 2.5784 -0.0854 0.3832
H 2.6153 1.3901 0.0039
O 0.0492 -2.4069 -2.8133
H 0.1936 -1.6889 -2.1878
H 0.1475 -1.9824 -3.6740
O 2.1458 -4.3485 -3.5030
H 2.4357 -4.9787 -4.1694
H 1.3279 -4.7246 -3.1558
O -0.3272 0.1454 -4.2497
H -0.1015 0.9372 -4.7554
H -1.2805 0.0470 -4.3941
O -4.4372 -5.5454 3.7464
H -5.0234 -5.7991 3.0261
H -4.9083 -5.8117 4.5423
O -2.9583 -2.7731 -3.9625
H -2.2332 -2.6090 -3.3465
H -3.6404 -3.1981 -3.4361
O 4.2663 2.9719 -0.2623
H 5.0520 3.5304 -0.3104
H 4.1319 2.6745 -1.1768
O -2.9396 1.2226 -3.6739
H -2.5848 1.5338 -2.8356
H -3.7479 1.7266 -3.8020
O -5.2184 2.0804 3.4863
H -4.9220 1.4414 2.8289
H -6.0270 1.7000 3.8390
O 3.4310 3.0479 -3.2538
H 2.5291 2.7553 -3.4118
H 3.5542 3.7297 -3.9190
O -3.8907 -3.8473 -0.1834
H -2.9841 -3.7165 -0.4797
H -4.3822 -4.0131 -1.0005
O 1.8653 3.2120 -5.6194
H 2.2436 2.9923 -6.4768
H 1.0573 3.6761 -5.8539
O 1.9994 4.7620 0.1277
H 2.3794 5.6484 0.1507
H 2.7576 4.1683 0.0001
O 0.5280 -5.5531 -0.0548
H 1.0751 -4.7606 0.0412
H 1.1554 -6.2548 -0.2494
O -0.4154 1.3214 -7.2569
H -0.9846 1.2266 -8.0250
H -0.2326 0.4167 -6.9758
O 1.3644 3.8973 -8.4848
H 1.7587 3.6680 -9.3313
H 0.5564 4.3648 -8.7151
O 1.0942 -1.2403 -6.7435
H 0.8703 -0.9669 -5.8431
H 2.0524 -1.3292 -6.7268
O 2.5154 7.5927 0.7321
H 2.7534 8.0000 1.5711
H 1.6122 7.8814 0.5642
O 2.6136 5.9423 3.1628
H 2.1299 5.7165 2.3574
H 2.9875 5.1082 3.4741
O 2.8873 4.1999 5.7106
H 3.1117 4.5910 6.5618
H 1.9818 4.4911 5.5662
O 1.8231 7.2352 5.5878
H 1.7884 6.8582 4.6969
H 2.4123 7.9905 5.5163
O -6.0701 -3.2420 -2.3523
H -6.8132 -3.2479 -1.7414
H -6.4744 -3.3166 -3.2223
O -1.2351 4.2328 -0.2603
H -1.5190 4.5623 0.5961
H -0.2766 4.3624 -0.2608
O 7.3348 2.6039 0.0298
H 8.0350 2.9500 0.5911
H 6.7392 2.1503 0.6351
O 1.7469 6.3738 8.6085
H 1.6586 7.0223 9.3116
H 1.8048 6.8894 7.7963
O 2.0024 -3.4622 -8.4987
H 2.8534 -3.0551 -8.6817
H 1.4109 -2.7269 -8.2938
```

Atom charges from the Mulliken analysis, given in e for atoms 1 to 4: -0.269 -0.168 0.143 -0.433



No. 9
DFT (ωB97M-V/def2-TZVPD) results for an isolated molecule of C7H7BO4 at a distorted geometry.

Computed properties:
- Structure (SMILES): C=CC1=C(B(C)O)C(=O)OC1=O
- F_max: 1.9 eV Å⁻¹
- LUMO: -0.050 Eh
- ΔE to the lowest compared entry with this formula, charge and spin: 404.6 kJ/mol

The geometry in XYZ format:
```
19
C7H7BO4 ωB97M-V/def2-TZVPD
C 2.8930 -0.7327 0.5396
C 1.6289 -0.3249 0.8589
C 0.8280 0.4010 -0.1300
C -0.4391 0.2806 -0.5568
B -1.5189 -0.7452 -0.0347
C -2.6365 -0.2121 0.9237
O -1.4799 -2.0620 -0.4312
C -0.6047 1.2994 -1.6435
O -1.6024 1.6887 -2.1532
O 0.6526 1.7595 -1.9860
C 1.4443 1.5682 -0.8561
O 2.3682 2.2575 -0.5847
H 3.0595 -1.3822 -0.3157
H 3.7429 -0.3752 1.1143
H 1.1930 -0.6059 1.8160
H -2.7783 0.8584 0.7609
H -2.3629 -0.3712 1.9708
H -3.5940 -0.7016 0.7358
H -0.7937 -2.6001 -0.0282
```

Atom charges from the Mulliken analysis, given in e for atoms 1 to 4: -0.697 -0.433 0.322 0.589



No. 10
DFT (ωB97M-V/def2-TZVPD) results for an isolated molecule of C7H7Br2IO at a distorted geometry.

Computed properties:
- Structure (SMILES): O/C=C(I)/C=C\C=C(/Br)CBr
- F_max: 2.1 eV Å⁻¹
- LUMO: 0.002 Eh
- ΔE to the lowest compared entry with this formula, charge and spin: 0.0 kJ/mol

The geometry in XYZ format:
```
18
C7H7Br2IO ωB97M-V/def2-TZVPD
O 1.4548 1.2261 1.7085
C 0.4952 0.3496 1.3882
C 0.6141 -0.9834 1.4164
I 2.5354 -1.8368 1.8853
C -0.3069 -1.9507 0.8579
C -0.7600 -1.8098 -0.3916
C -0.3872 -0.6226 -1.1525
C -0.8174 0.6032 -0.8575
Br -2.4938 0.8083 0.0911
C -0.4233 1.8128 -1.6408
Br 0.9056 2.9663 -0.7570
H 2.3177 0.7849 1.7839
H -0.4607 0.8360 1.4089
H -0.4977 -2.8521 1.4217
H -1.3500 -2.5746 -0.8723
H 0.4118 -0.7336 -1.8776
H -1.2801 2.4590 -1.8327
H 0.0425 1.5173 -2.5800
```

Atom charges from the Mulliken analysis, given in e for atoms 1 to 4: -0.363 0.178 -0.290 0.000